Density functional theory data (ωB97M-V/def2-TZVPD) for a structure of composition C46H42CrN4O3Te at a distorted geometry.

XYZ file:
```
97
Properties=species:S:1:pos:R:3:forces:R:3:mulliken_charge:R:1
Te -0.8999 2.0205 -0.6202 0.1 0.0 0.0 0.6898
Cr 1.3822 -1.3767 1.1798 -0.2 0.6 0.0 -0.3531
O -0.3839 -1.5421 2.8281 -0.2 -0.2 0.2 -0.6191
O 5.0047 -7.2215 1.3767 -0.2 0.1 0.3 -0.7459
O 6.0973 -6.0699 2.9967 -0.3 -0.1 0.1 -0.7403
N 2.5698 -0.6831 2.8058 0.0 0.0 0.2 0.7496
N 2.4669 -2.9804 1.6305 0.5 -0.3 0.1 0.5223
N 0.5557 -2.8359 -0.0993 -0.3 0.3 -0.2 0.6365
N -0.4023 0.0161 1.3176 0.0 0.2 0.1 0.1437
C 2.9368 1.0318 0.0923 -0.1 0.0 0.3 -0.9194
C 3.4592 0.9172 4.3310 0.1 0.0 0.1 -0.9540
C 4.2333 -5.0748 1.9598 -0.4 -0.1 -0.1 -0.6588
C -3.0023 1.8587 5.3836 0.0 0.0 0.1 -0.3927
C -2.5584 -0.9351 -3.3675 -0.1 0.0 0.0 -0.7933
C 3.8660 -1.0139 -0.3510 0.0 -0.1 0.3 -1.0683
C -3.6446 0.3753 0.5641 0.0 -0.1 -0.1 -2.1955
C 2.5577 0.5259 3.3631 -0.2 0.1 -0.2 -0.2824
C 1.1863 3.9026 -2.3130 -0.1 0.0 0.0 -1.5936
C -0.1270 -4.8277 -1.8880 0.3 -0.2 0.1 -0.8237
C 1.2304 -3.9867 -0.1139 0.7 -0.5 0.5 0.2490
C -1.3218 3.5181 -2.0685 -0.2 0.1 -0.1 -0.5357
C 3.5182 -1.5533 3.1818 0.1 -0.2 0.0 0.6335
C -0.2499 4.1856 -2.6779 0.0 0.0 0.0 1.2208
C -2.0716 6.4996 -5.1003 0.0 0.0 0.0 -1.5691
C -2.0863 -0.2229 4.5996 0.0 0.1 0.1 -0.3726
C -0.4539 -2.6657 -0.9571 0.0 0.1 0.1 -0.3367
C 4.4723 -1.2326 4.1381 0.0 0.0 0.1 -0.8521
C -3.8458 3.2201 -1.7771 0.0 0.0 -0.1 -1.5405
C 2.6430 -0.2735 -0.4191 0.3 0.5 -0.9 0.7569
C 3.2052 -5.1426 1.0221 0.3 -0.4 0.0 -0.8374
C -0.5130 5.1461 -3.6541 0.0 0.0 0.1 -1.0647
C -2.1323 0.5461 -1.5143 -0.1 -0.1 0.2 0.0423
C 3.4714 -2.8711 2.5086 -0.1 0.0 -0.1 0.4744
C -1.7957 0.0750 -2.7954 0.0 0.0 0.0 1.1857
C -2.8556 4.8141 -3.4040 0.0 0.0 0.0 -0.9225
C -3.9469 -1.0399 -1.4404 0.0 0.0 0.0 -0.8020
C -2.4450 2.5172 4.2964 0.1 0.0 -0.1 -0.8311
C 4.8185 -0.2380 0.2967 -0.1 0.1 0.1 -0.7462
C -0.7485 -0.3657 2.5139 -0.1 -0.3 0.2 0.6313
C -1.5389 0.4335 3.5045 0.1 0.2 -0.2 0.1986
C -1.7152 1.8047 3.3539 -0.1 0.0 0.1 -0.1725
C -3.2148 -0.0186 -0.8253 0.0 -0.1 0.0 1.1030
C -1.8058 5.4649 -4.0382 0.0 0.0 0.0 0.7368
C 2.3476 -4.0803 0.8813 -0.6 0.2 -0.4 0.1778
C 4.4385 0.0187 4.7263 0.0 -0.1 -0.1 -0.5888
C -2.6420 3.8538 -2.4184 0.1 0.1 -0.1 1.2192
C -0.6158 0.6055 -3.5637 0.0 0.0 0.0 -1.2474
C -4.4281 -2.6225 -3.3414 0.0 0.0 0.0 -1.6515
C 4.2405 1.0392 0.5671 0.1 -0.2 0.0 -0.7832
C -2.8246 0.4897 5.5353 0.0 0.0 -0.1 -0.5951
C -3.6387 -1.5108 -2.7038 0.0 0.1 0.0 0.8468
C 4.3642 -3.9138 2.6956 0.2 0.3 0.3 -1.0118
C 5.2012 -6.2655 2.1542 0.6 0.0 -0.5 0.3994
C -0.8276 -3.6379 -1.8627 -0.2 0.2 -0.1 -0.2835
C 0.9218 -5.0065 -0.9991 -0.1 -0.1 -0.2 -0.7614
H -4.7225 3.8577 -1.8944 0.0 0.0 0.0 0.4601
H -0.7328 1.6692 -3.7840 0.0 0.0 0.0 0.1559
H 1.3767 4.0799 -1.2527 0.0 0.0 0.0 0.2659
H 0.3069 0.4974 -2.9884 0.0 0.0 0.0 -0.0789
H -1.6545 -3.4499 -2.5344 0.1 0.0 0.0 0.2540
H -3.2571 -0.0229 6.3860 0.0 0.0 0.0 0.4031
H 3.1315 -6.0493 0.4354 0.0 0.0 0.0 0.6580
H -3.8055 -3.5070 -3.5013 0.0 0.0 0.0 0.3001
H 1.4541 2.8613 -2.5004 0.0 0.0 0.0 0.2734
H -0.3897 -5.6098 -2.5892 0.0 0.0 0.0 0.4292
H 4.0120 -2.0290 -0.7017 0.0 0.0 0.0 0.5537
H 5.1707 0.2915 5.4754 0.0 0.0 0.0 0.4217
H 2.2293 1.8503 0.1374 0.0 0.0 0.0 0.4600
H -0.5049 0.0686 -4.5054 0.0 0.0 0.0 0.4703
H -4.7342 0.4122 0.6269 0.0 0.0 0.0 0.5566
H 4.7341 1.8586 1.0774 0.0 0.0 0.0 0.5028
H -4.8163 -2.3221 -4.3164 0.0 0.0 0.0 0.3637
H 1.8572 4.5437 -2.8853 0.0 0.0 0.0 0.4225
H -3.2967 -0.3622 1.2904 0.0 0.0 0.0 0.3577
H -3.5739 2.4145 6.1173 0.0 0.0 0.0 0.3683
H 5.2244 -1.9604 4.4054 0.0 0.0 0.0 0.4527
H 1.7928 1.2020 3.0009 0.0 0.0 0.0 0.5220
H -1.2857 2.3044 2.4953 0.0 0.0 0.0 0.3938
H -2.2910 -1.2915 -4.3585 0.0 0.0 0.0 0.3148
H -0.9669 -1.7141 -0.8984 0.0 0.0 0.0 0.5819
H 0.3217 5.6562 -4.1249 0.0 0.0 0.0 0.2664
H -3.2388 1.3347 0.8690 0.0 0.1 0.0 0.0859
H -4.7816 -1.4750 -0.8986 0.0 0.0 0.0 0.3523
H 1.9189 -0.4155 -1.2231 -0.1 -0.1 0.2 0.3718
H 1.4981 -5.9204 -0.9876 0.0 0.0 0.0 0.4576
H -2.5789 3.5865 4.1815 0.0 0.0 0.0 0.4118
H 3.3932 1.9097 4.7549 0.0 0.0 0.0 0.4289
H -3.6783 3.0475 -0.7148 0.0 0.0 0.1 0.1622
H -2.6453 6.0762 -5.9274 0.0 0.0 0.0 0.3305
H -5.2701 -2.9167 -2.7152 0.0 0.0 0.0 0.3896
H -1.1404 6.8966 -5.5049 0.0 0.0 0.0 0.3473
H -1.9175 -1.2866 4.7024 0.0 0.0 0.0 0.4520
H -3.8772 5.0651 -3.6758 0.0 0.0 0.0 0.4143
H 5.8222 -0.5491 0.5594 0.0 0.0 0.0 0.4730
H -4.0688 2.2497 -2.2283 0.0 0.0 0.0 0.2562
H -2.6480 7.3358 -4.6985 0.0 0.0 0.0 0.3394
H 5.1805 -3.8585 3.4032 0.0 0.0 0.0 0.6254
```
Forces are in eV/Å.

Computed properties:
HOMO energy (spin up / spin down)	-3.62 / -4.53	eV
energy relative to the best compared isomer or geometry (same formula, charge and spin)	0.000	eV
LUMO (spin up / spin down)	1.97 / 1.37	eV
2S+1	6
total charge	-1
total energy	-3535.425432	hartree
⟨S²⟩	8.78


Density functional theory data (ωB97M-V/def2-TZVPD) for a structure of composition C46H44BF3IN5O9PReS2 at a distorted geometry.

XYZ file:
```
113
Properties=species:S:1:pos:R:3:forces:R:3:mulliken_charge:R:1
Re -0.0347 0.0646 -0.1718 0.2 -1.0 1.7 0.8827
I -1.4711 -1.6550 2.0446 0.5 0.6 -0.7 0.3116
S -0.2498 3.3526 -1.3627 -0.5 -0.6 0.2 1.4084
S 0.4872 0.9964 2.0065 0.2 0.1 -0.2 -0.2411
P 1.3060 -2.0444 0.2244 0.2 -0.3 -0.3 1.2896
F 0.8638 5.1501 -2.8603 0.0 0.1 0.0 -0.2288
F 2.2616 4.0659 -1.6068 0.0 0.0 -0.1 -0.2451
F 1.4326 3.1288 -3.3709 -0.1 0.0 -0.1 -0.1577
O 2.1424 0.3003 -0.6873 -0.3 0.2 -0.4 0.5633
O 6.3388 2.0042 1.2469 0.2 -0.1 -0.3 -0.5967
O -0.2613 4.2419 -0.2383 0.1 0.1 -0.1 -0.7204
O 2.0191 0.5144 -2.9269 0.0 -0.1 0.0 -1.0545
O -2.1878 2.2471 0.2264 -0.1 -0.2 0.1 0.2811
O 0.2600 1.9767 -0.9841 -0.3 0.5 -0.4 -0.1749
O -3.2281 0.3060 0.7735 -0.1 0.2 -0.1 -0.7021
O 8.1784 1.8205 0.1279 -0.3 0.0 0.1 -0.6463
O -1.3630 3.3154 -2.2595 0.2 0.0 0.0 -0.6677
N -0.9499 -0.4713 -2.0150 -0.1 0.3 -0.4 0.0665
N -0.5499 0.2206 -3.1149 -0.2 0.0 0.2 1.5584
N 6.9696 1.7635 0.2287 0.2 0.1 0.3 1.1127
N 0.8138 3.5960 2.3813 0.0 0.0 0.0 -0.2268
N 2.3542 2.5985 0.9949 -0.1 0.3 0.0 0.1862
C 3.0773 -2.4842 -2.0340 -0.1 0.0 0.0 -0.2767
C 6.1431 0.8164 -3.2903 -0.2 0.0 0.0 -0.7929
C 0.6940 -6.5803 0.9246 -0.1 0.0 0.0 -0.9153
C 2.6661 -1.7205 1.3986 0.0 0.0 -0.1 1.4675
C -6.0687 2.5845 1.3910 0.0 -0.1 0.0 -0.5295
C -1.1733 0.7984 -5.4230 0.0 0.0 0.1 -1.5103
C 3.2693 -1.6112 3.7353 0.0 0.0 0.0 -0.7429
C -4.1085 3.7590 0.6208 0.0 0.1 0.0 -0.7762
C -5.4283 1.3497 1.3341 -0.1 0.0 0.0 -2.4531
C 1.2660 2.5361 1.7308 0.0 0.0 0.3 0.0105
C -2.8028 -5.6795 1.7129 0.0 0.1 0.1 -1.0000
C 2.6363 0.5308 -1.8756 0.2 -0.1 0.1 0.3638
C -7.4229 5.0351 0.1717 0.0 0.0 0.0 -1.5910
C -0.3390 -4.3624 1.1434 -0.1 -0.1 0.0 0.1899
C 2.3292 -1.8444 2.7468 0.0 0.0 0.1 -0.7473
C -6.2286 5.0992 1.1361 0.0 -0.1 -0.1 1.9153
C 3.9701 -1.3780 1.0637 0.0 0.1 0.1 0.0685
C -2.6930 -4.2750 1.8075 -0.2 -0.2 0.0 -0.4416
C -4.1203 1.3660 0.9144 0.1 -0.4 0.1 0.8915
C -2.4545 -0.6774 -3.6640 -0.1 0.0 -0.1 -1.7178
C -1.4109 0.1248 -4.1131 0.0 0.0 -0.2 0.7310
C 3.2781 -2.8688 -3.3539 0.0 0.0 0.0 -0.7178
C -3.4895 2.5312 0.5773 0.3 0.2 -0.1 0.1617
C 6.8847 1.1782 -2.1787 -0.4 0.2 0.9 -0.7114
C 0.9000 -3.7806 0.7699 0.0 0.2 0.0 1.2183
C -1.5007 -3.6632 1.5565 -0.1 0.0 -0.1 0.1706
C 1.9079 -6.0010 0.7137 0.0 0.1 0.0 -1.1879
C 1.9910 -4.6026 0.6090 0.1 -0.1 0.0 -0.6028
C 4.8450 1.1796 -0.8313 0.2 0.0 0.0 -0.1187
C 1.8031 -2.5201 -1.4783 0.2 0.1 0.0 1.1174
C 1.1558 3.9562 -2.3710 0.2 -0.1 0.1 0.3392
C 2.2135 -3.2953 -4.1298 -0.1 0.0 0.0 -1.0311
C 0.7423 -2.9813 -2.2580 0.0 -0.1 0.0 -1.2719
C -2.8970 -1.9479 -1.4638 0.1 0.0 0.0 -1.0768
C -0.4484 -5.7827 1.1543 0.0 -0.1 0.0 0.8700
C 0.9405 -3.3578 -3.5749 0.1 0.0 0.0 -0.6137
C -5.4397 3.7880 1.0437 0.0 0.1 0.0 0.7172
C -6.7397 5.2926 2.5700 0.0 0.0 0.0 -1.5823
C 4.5654 -1.2506 3.3921 0.0 0.0 0.0 -0.9956
C -2.1353 -1.0328 -2.3636 0.2 -0.2 0.3 0.6648
C -1.6926 -6.4101 1.4300 0.1 0.0 0.0 -0.8938
C 4.1130 0.8049 -1.9415 0.4 -0.3 -0.9 1.2189
C 6.2075 1.3655 -0.9622 0.4 -0.1 -0.9 -0.9532
C 4.7701 0.6367 -3.1872 -0.3 0.1 0.8 -1.0177
C -5.3738 6.3100 0.7619 0.0 0.0 0.0 -2.0461
C 4.9135 -1.1421 2.0557 0.0 0.0 0.0 -0.7335
B -2.0274 0.8718 0.3300 -0.4 0.7 -0.1 0.5194
H 2.9547 -4.1741 0.3631 0.0 0.0 0.0 0.3784
H 1.3234 -2.1240 3.0358 0.0 0.0 0.0 0.3040
H -3.5500 -3.6888 2.1167 0.0 0.0 0.0 0.5047
H 6.6388 0.6774 -4.2414 0.0 0.0 0.0 0.4494
H -0.1078 0.8507 -5.6466 0.0 0.0 0.0 0.2596
H -5.9743 7.2167 0.8524 0.0 0.0 0.0 0.4273
H 2.5269 1.8071 0.3896 0.0 -0.2 -0.1 -0.9230
H 0.4138 0.5806 -3.1167 0.0 0.0 0.0 -0.3829
H -3.5255 -1.3994 -0.7657 0.0 0.0 0.0 -0.0070
H -0.0838 3.5222 2.8304 0.0 0.0 0.0 0.2833
H -2.2223 -2.5690 -0.8695 0.0 0.0 -0.1 -0.0167
H -8.1128 4.2315 0.4376 0.0 0.0 0.0 0.3311
H 0.1034 -3.7061 -4.1666 0.0 0.0 0.0 0.5191
H -5.0164 6.2499 -0.2690 0.0 0.0 0.0 0.3820
H -7.1001 2.6080 1.7206 0.0 0.0 0.0 0.4266
H -3.5630 4.6462 0.3272 0.0 -0.1 0.0 0.6571
H -3.3315 -0.9706 -4.2188 0.1 0.0 0.0 0.6032
H 4.3979 1.3177 0.1376 0.0 -0.1 0.1 0.7718
H -7.0831 4.8658 -0.8529 0.0 0.0 0.0 0.3683
H -5.9301 0.4310 1.6107 0.0 0.1 0.0 0.5158
H 5.3026 -1.0649 4.1628 0.0 0.0 0.0 0.4254
H 3.9307 -2.1560 -1.4659 0.0 0.0 0.0 0.5843
H 7.9535 1.3287 -2.2251 0.0 0.0 0.0 0.5411
H -0.2489 -3.0590 -1.8264 0.0 0.0 0.0 0.1686
H 0.5828 -7.6581 0.9346 0.0 0.0 0.0 0.4096
H 1.1212 4.5233 2.1302 0.0 0.0 0.0 0.2364
H -7.9764 5.9771 0.1975 0.0 0.0 0.0 0.4449
H 2.3695 -3.5841 -5.1614 0.0 0.0 0.0 0.4056
H -1.7293 -7.4934 1.4326 0.0 0.0 -0.1 0.4104
H -1.6820 0.2666 -6.2237 0.0 0.0 0.0 0.4382
H 4.1772 0.3596 -4.0484 0.0 0.0 0.0 0.5320
H 4.2758 -2.8252 -3.7727 0.0 0.0 0.0 0.5349
H 2.7986 -6.6012 0.5830 0.0 0.0 0.0 0.4667
H 2.9885 -1.7158 4.7754 0.0 0.0 0.0 0.4826
H -3.7514 -6.1581 1.9150 0.0 0.0 0.0 0.4182
H -4.5106 6.4146 1.4244 0.0 0.0 0.0 0.3897
H 2.7745 3.4862 0.7609 -0.1 0.0 0.0 0.3355
H 4.2697 -1.2765 0.0378 0.0 0.1 0.0 -0.0152
H 5.9240 -0.8698 1.7801 0.0 0.0 0.0 0.4852
H -7.4102 4.4876 2.8759 0.0 0.0 0.0 0.3186
H -1.5596 1.8187 -5.3889 0.0 0.0 0.0 0.2525
H -3.5330 -2.5991 -2.0618 0.0 0.0 0.0 0.4839
H -7.2911 6.2331 2.6441 0.0 0.0 0.0 0.4454
H -5.9070 5.3285 3.2771 0.0 0.0 0.0 0.3678
```
Forces are in eV/Å.

Computed properties:
HOMO energy (spin up / spin down)	-10.50 / -10.48	eV
energy relative to the best compared isomer or geometry (same formula, charge and spin)	2.308	eV
LUMO (spin up / spin down)	-3.90 / -3.75	eV
2S+1	2
total charge	+1
total energy	-4568.306547	hartree
⟨S²⟩	0.76


Look up the total charge of the second one.
+1